Entry 1:
{
  "formula": "C43H31F3N2O2P2S2SiV",
  "method": "the ωB97M-V functional and the def2-TZVPD basis",
  "species": ["V", "C", "Si", "C", "C", "C", "C", "C", "C", "P", "C", "C", "C", "C", "C", "C", "C", "C", "C", "C", "C", "C", "C", "C", "C", "C", "C", "C", "P", "C", "C", "C", "C", "C", "C", "C", "C", "C", "C", "C", "C", "H", "H", "H", "H", "H", "H", "H", "H", "H", "H", "H", "H", "H", "H", "H", "H", "H", "H", "H", "H", "H", "H", "H", "H", "H", "H", "H", "H", "H", "H", "H", "S", "C", "S", "C", "C", "N", "C", "N", "F", "C", "F", "F", "C", "O", "O"],
  "coordinates": [[-0.1429, 0.2847, -0.2573], [2.5588, -1.5822, 1.5701], [1.8382, 0.1856, 1.2847], [3.1772, 1.2327, 0.4094], [4.2690, 1.7433, 1.0955], [5.3158, 2.3428, 0.4139], [5.2919, 2.4123, -0.9698], [4.2083, 1.9120, -1.6731], [3.1402, 1.3511, -0.9845], [1.7666, 0.4606, -1.7855], [1.0735, 1.1765, -3.3182], [1.7399, 2.1003, -4.1179], [1.1461, 2.5704, -5.2761], [-0.1067, 2.1205, -5.6530], [-0.7572, 1.1680, -4.8871], [-0.1727, 0.6939, -3.7286], [2.7253, -0.9413, -2.4567], [3.8549, -1.4037, -1.7786], [4.6291, -2.4102, -2.3261], [4.2859, -2.9658, -3.5501], [3.1560, -2.5227, -4.2202], [2.3735, -1.5189, -3.6764], [1.1856, 0.7741, 2.9819], [1.9800, 0.6190, 4.1106], [1.4557, 0.7865, 5.3815], [0.1111, 1.0786, 5.5432], [-0.6926, 1.2671, 4.4308], [-0.1537, 1.1445, 3.1551], [-1.1168, 1.5292, 1.6583], [-1.1306, 3.3474, 1.6375], [-2.0663, 3.9729, 0.8121], [-2.1346, 5.3532, 0.7686], [-1.2772, 6.1116, 1.5524], [-0.3440, 5.4915, 2.3693], [-0.2543, 4.1114, 2.4044], [-2.8824, 1.2386, 2.0079], [-3.5132, 2.0629, 2.9469], [-4.8358, 1.8403, 3.2825], [-5.5525, 0.8318, 2.6552], [-4.9503, 0.0557, 1.6774], [-3.6169, 0.2517, 1.3565], [3.6001, -1.5455, 1.8773], [2.0041, -2.1002, 2.3496], [2.5068, -2.1956, 0.6727], [4.3036, 1.6623, 2.1703], [6.1554, 2.7405, 0.9628], [6.1208, 2.8435, -1.5099], [4.2160, 1.9342, -2.7519], [2.7016, 2.4868, -3.8279], [1.6656, 3.2936, -5.8851], [-0.5782, 2.4980, -6.5448], [-1.7209, 0.7935, -5.1933], [-0.7013, -0.0551, -3.1460], [4.1464, -0.9610, -0.8368], [5.5071, -2.7532, -1.7965], [4.9041, -3.7362, -3.9847], [2.8845, -2.9536, -5.1734], [1.5000, -1.1754, -4.2123], [3.0123, 0.3347, 3.9790], [2.0911, 0.6521, 6.2425], [-0.3216, 1.1387, 6.5309], [-1.7447, 1.4770, 4.5570], [-2.7416, 3.3806, 0.2047], [-2.8481, 5.8263, 0.1120], [-1.3162, 7.1899, 1.5216], [0.3278, 6.0837, 2.9741], [0.5049, 3.6366, 3.0115], [-2.9789, 2.8887, 3.3988], [-5.3133, 2.4593, 4.0288], [-6.5851, 0.6587, 2.9176], [-5.5198, -0.7038, 1.1618], [-3.1579, -0.3640, 0.5860], [-0.7115, -1.2736, 1.3903], [-0.8661, -2.4031, 0.0876], [-0.0211, -1.7640, -1.2699], [-1.5655, -3.5738, 0.1148], [-2.1987, -3.9952, 1.3009], [-2.6911, -4.2992, 2.2902], [-1.7074, -4.3364, -1.0618], [-1.8219, -4.9084, -2.0478], [0.3182, 4.9083, -0.7488], [0.5952, 3.6449, -1.0311], [1.6164, 3.6487, -1.8937], [1.0749, 3.0504, 0.0911], [-0.6344, 2.8198, -1.5812], [-1.3284, 3.2901, -2.4389], [-0.7141, 1.6837, -1.0212]],
  "nbo_charge": [0.61, -1.15, 1.48, -0.51, -0.20, -0.16, -0.19, -0.18, -0.35, 1.15, -0.42, -0.17, -0.19, -0.17, -0.19, -0.15, -0.42, -0.19, -0.19, -0.17, -0.21, -0.12, -0.54, -0.19, -0.18, -0.17, -0.21, -0.26, 1.07, -0.41, -0.22, -0.18, -0.18, -0.21, -0.13, -0.40, -0.13, -0.22, -0.16, -0.20, -0.17, 0.25, 0.26, 0.26, 0.22, 0.23, 0.23, 0.22, 0.22, 0.23, 0.23, 0.23, 0.19, 0.22, 0.23, 0.23, 0.23, 0.22, 0.21, 0.23, 0.23, 0.23, 0.23, 0.23, 0.23, 0.23, 0.22, 0.22, 0.23, 0.23, 0.23, 0.20, 0.08, -0.24, 0.08, -0.32, 0.26, -0.24, 0.26, -0.24, -0.29, 0.90, -0.31, -0.31, 0.72, -0.48, -0.75],
  "homo_energy_ev": -11.45,
  "total_charge": 1,
  "lumo_ev": -4.366
}



Entry 2:
{
  "formula": "C43H33BF4N12OTi",
  "method": "the ωB97M-V functional and the def2-TZVPD basis",
  "species": ["Ti", "C", "C", "N", "C", "C", "N", "C", "C", "C", "C", "C", "N", "C", "C", "N", "C", "C", "N", "C", "C", "C", "N", "C", "C", "H", "H", "H", "H", "H", "H", "H", "H", "H", "H", "H", "H", "C", "C", "N", "N", "C", "O", "C", "C", "C", "C", "C", "C", "C", "C", "C", "C", "C", "N", "H", "H", "H", "H", "H", "H", "H", "H", "H", "H", "H", "H", "F", "B", "F", "F", "F", "C", "C", "N", "C", "C", "C", "C", "C", "C", "C", "C", "N", "C", "N", "H", "H", "H", "H", "H", "H", "H", "H", "H"],
  "coordinates": [[-0.8939, 0.0050, 0.6120], [-0.4082, 4.1251, -0.9923], [-0.6594, 3.0548, -0.1398], [-0.7657, 1.8265, -0.6305], [-0.6511, 1.6453, -1.9516], [-0.3914, 2.7291, -2.7781], [-0.2639, 3.9601, -2.2975], [-0.8461, 0.2595, -2.4140], [-0.7876, -0.0983, -3.7496], [-1.0391, -1.4147, -4.1183], [-1.3913, -2.3139, -3.1162], [-1.4338, -1.8870, -1.8001], [-1.1231, -0.6313, -1.4497], [-1.9356, -2.7324, -0.6998], [-2.1708, -4.0978, -0.8111], [-2.7280, -4.7946, 0.1713], [-3.0612, -4.1274, 1.2652], [-2.7903, -2.7710, 1.4119], [-2.2159, -2.0809, 0.4354], [-0.9642, -1.8388, -5.5316], [-1.4002, -1.0062, -6.5572], [-1.2993, -1.4547, -7.8664], [-0.7972, -2.6398, -8.1998], [-0.3813, -3.4316, -7.2161], [-0.4470, -3.0841, -5.8745], [-0.3148, 5.1288, -0.5961], [-0.7592, 3.1771, 0.9308], [-0.2765, 2.6137, -3.8491], [-0.5273, 0.6325, -4.5015], [-1.6811, -3.3221, -3.3752], [-1.8997, -4.6509, -1.7027], [-3.5475, -4.6791, 2.0610], [-3.0352, -2.2387, 2.3228], [-1.8403, -0.0385, -6.3522], [-1.6424, -0.8283, -8.6833], [0.0292, -4.3924, -7.5101], [-0.0744, -3.7677, -5.1210], [-0.3306, -1.4469, 4.7455], [-0.3454, -1.2548, 3.2715], [-1.2236, -0.5756, 2.6307], [-2.3130, -0.0520, 3.2763], [-2.9867, 0.6521, 2.4028], [-2.6194, 0.7592, 1.1573], [-4.2223, 1.3434, 2.8160], [-5.0066, 1.9893, 1.8637], [-6.1622, 2.6476, 2.2513], [-6.5352, 2.6670, 3.5881], [-5.7534, 2.0260, 4.5400], [-4.5992, 1.3646, 4.1580], [0.6959, -1.8547, 2.4094], [1.7291, -2.6164, 2.9286], [2.6465, -3.1908, 2.0591], [2.5017, -2.9901, 0.6998], [1.4479, -2.2056, 0.2562], [0.5670, -1.6486, 1.0801], [-1.2091, -0.9891, 5.1879], [-0.2959, -2.5075, 5.0050], [0.5646, -0.9669, 5.1496], [-4.7020, 1.9684, 0.8260], [-6.7712, 3.1480, 1.5098], [-7.4356, 3.1871, 3.8906], [-6.0431, 2.0477, 5.5827], [-3.9774, 0.8707, 4.8920], [1.8202, -2.7496, 3.9967], [3.4654, -3.7842, 2.4457], [3.1936, -3.4144, -0.0145], [1.3133, -1.9972, -0.7963], [0.6933, 1.0019, 1.4474], [0.8649, 1.9891, 2.6289], [1.3846, 1.2348, 3.6544], [-0.4240, 2.4576, 2.8646], [1.7110, 2.9646, 2.1498], [3.6189, 0.4162, -3.0886], [2.5071, -0.1141, -2.4634], [1.9695, 0.4068, -1.3539], [2.5589, 1.4757, -0.8315], [3.7208, 2.0528, -1.3438], [4.2349, 1.5250, -2.5177], [4.3466, 3.1966, -0.6529], [4.7245, 3.2665, 0.6258], [4.7538, 2.2130, 1.6546], [5.2536, 2.5094, 2.9196], [5.2718, 1.4875, 3.8542], [4.8511, 0.2569, 3.5749], [4.4125, 0.0740, 2.3349], [4.3442, 0.9722, 1.3659], [4.0055, -0.0353, -3.9936], [2.0218, -0.9984, -2.8728], [2.1102, 1.8937, 0.0617], [5.1219, 1.9545, -2.9686], [4.5074, 4.0830, -1.2604], [5.1183, 4.2189, 0.9647], [5.6097, 3.5005, 3.1672], [5.6379, 1.6609, 4.8603], [4.0709, -0.9260, 2.0844]],
  "lowdin_spin": [0.89, 0.00, 0.01, 0.00, 0.00, 0.00, 0.00, 0.01, 0.00, 0.01, 0.00, 0.01, 0.00, 0.00, 0.00, 0.00, 0.00, 0.00, 0.00, 0.00, 0.00, 0.00, 0.00, 0.00, 0.00, 0.00, 0.00, 0.00, 0.00, 0.00, 0.00, 0.00, 0.00, 0.00, 0.00, 0.00, 0.00, 0.00, 0.00, 0.00, 0.00, 0.00, 0.02, 0.00, 0.00, 0.00, 0.00, 0.00, 0.00, 0.00, 0.00, 0.00, 0.00, 0.00, 0.00, 0.00, 0.00, 0.00, 0.00, 0.00, 0.00, 0.00, 0.00, 0.00, 0.00, 0.00, 0.00, 0.01, 0.00, 0.00, 0.00, 0.00, 0.00, 0.00, 0.00, 0.00, 0.00, 0.00, 0.00, 0.00, 0.00, 0.00, 0.00, 0.00, 0.00, 0.00, 0.00, 0.00, 0.00, 0.00, 0.00, 0.00, 0.00, 0.00, 0.00],
  "homo_energy_ev": [-10.69, -10.83],
  "total_charge": 1,
  "lumo_ev": [-3.816, -4.036],
  "multiplicity": 2
}



The records above yield E values of -4929.18020; -3664.73522 Ha, respectively.